Entry from the Open Molecules 2025 dataset: a 2-piece molecular cluster, C13H22BCl2F2N5O10P2 overall (ωB97M-V with the def2-TZVPD basis set).

Structure (XYZ):
```
57
Properties=species:S:1:pos:R:3:forces:R:3
Cl 0.9995 4.1904 -1.8417 0.546 -1.368 0.664
Cl -3.7081 -1.4856 -2.0316 -0.490 1.749 1.119
P 1.6383 2.7510 -0.3510 1.312 3.344 1.762
P -0.0627 1.2568 -2.2745 -2.757 -1.897 -2.954
F -1.8358 4.0086 2.5396 2.039 -3.624 -3.121
F -3.0601 1.1897 2.9820 4.926 0.803 -0.988
O -3.2753 -2.8319 -4.6180 1.427 0.571 2.782
O -0.4208 -2.7585 1.1701 2.384 3.149 0.552
O 3.3117 2.4705 -0.7821 -2.195 0.468 -0.456
O 3.8533 -1.6866 -0.3439 -2.366 0.717 0.505
O -0.9711 1.0206 4.1685 -4.639 2.195 -9.042
O -1.4848 3.6207 0.2014 1.820 -3.973 8.409
O -5.1717 -2.6193 -5.5504 -0.992 0.164 -0.488
O 5.7870 -1.4340 0.5217 -3.018 -3.092 -0.921
O 0.3281 -2.0831 3.4818 -0.173 -0.867 -4.429
O -3.4198 -3.5174 -6.7097 -0.476 0.394 0.650
N 4.1246 0.4396 4.0357 -2.171 -3.766 -4.751
N -0.7182 1.8266 1.8520 -4.315 2.795 -0.337
N 1.6278 0.0841 -0.6056 -2.624 -1.556 0.190
N -0.7192 -0.1068 -2.8435 0.858 2.023 1.089
N 4.8730 -2.2402 0.3831 4.147 2.753 1.483
C 3.6346 -0.3893 3.0203 1.678 3.782 3.158
C -1.3194 3.1238 1.4259 -2.115 4.189 -5.163
C -1.8554 -0.0314 0.2474 -0.137 -0.009 0.172
C 0.5584 1.1883 -0.4780 0.792 1.208 -1.948
C -4.2659 -0.0178 -1.0543 -0.515 0.987 1.555
C -1.5783 1.3301 2.9898 2.511 -2.416 8.742
C -0.5010 0.8050 0.7616 1.921 -2.813 -0.084
C 2.0109 -0.4020 0.7720 1.391 -0.922 1.452
C 2.5997 -1.8935 0.4583 -0.097 -1.359 -0.645
C -3.0227 0.8948 -0.4246 -0.816 0.057 0.584
C -3.9919 -3.0114 -5.7185 -0.528 -1.156 -3.643
C 3.2031 0.3401 1.6202 0.163 1.502 -0.544
C 0.5919 -0.1868 1.5616 1.329 -0.853 1.785
B 0.1585 -1.6805 2.0404 -1.644 -3.251 1.736
H 0.9723 0.3043 2.5813 -1.277 -0.717 -2.237
H 2.9428 -2.5201 1.3829 -1.126 1.306 -1.543
H -3.5299 1.4841 0.4830 1.089 -1.165 -2.019
H -1.0265 2.3088 -2.4693 1.177 -0.042 0.669
H -4.0465 -2.4515 -4.1507 0.610 -0.017 0.528
H -4.8913 -0.4134 -0.1176 1.391 0.713 -2.225
H 0.2827 -3.1034 3.4948 -0.148 2.278 0.068
H -1.4409 -0.8929 -0.4329 -1.093 1.891 0.942
H 2.3205 0.1448 -1.3759 0.207 0.646 0.729
H -0.2201 -2.5806 0.2048 -0.778 -0.425 1.576
H -2.4189 -0.5733 1.1507 1.682 1.196 -1.603
H 3.7262 3.3779 -0.9195 -0.798 -1.452 0.199
H 2.8020 1.4219 1.9277 0.809 -2.351 -0.596
H 4.1601 0.5630 0.9429 -2.074 -0.845 1.463
H -2.6668 1.7181 -1.1682 -0.481 -1.771 1.276
H 3.6165 -1.5381 3.2450 -0.073 2.396 -0.608
H -4.9810 0.7020 -1.6758 1.726 -1.828 1.131
H 1.0104 -0.7143 -0.9449 0.702 0.531 -0.032
H 1.1110 1.5680 -3.1024 -0.434 0.084 1.425
H -1.6822 0.1583 -3.1494 0.740 -0.910 0.381
H 1.9135 -2.5644 -0.2360 1.164 1.441 1.551
H 4.1281 1.4363 3.7232 -0.193 -0.890 0.052
```
Positions in Å, forces in eV/Å.

Values from the calculation:
Kohn-Sham gap, eV: 2.9
LUMO energy, hartree: -0.1026
Total charge: 0